C27H45BrMnN2OP2 | ωB97M-V with the def2-TZVPD basis set

Structure (XYZ):
```
79
C27H45BrMnN2OP2, DFT ωB97M-V with the def2-TZVPD basis set
Br 1.0778 3.5072 -2.9948
Mn 0.5163 0.4143 -0.6121
P 2.6551 0.5739 -1.6120
P -0.5793 -1.8942 -0.4631
O 0.3436 -0.2465 1.4648
N 0.5237 -0.8803 3.6587
N -5.1770 -1.4281 4.2533
C 0.7221 -0.0196 2.6387
C -4.0393 0.5850 2.6777
C 0.3802 -3.1556 0.4687
C -2.2925 -2.1363 0.1935
C 1.3463 1.2763 3.0449
C 2.8828 2.1529 -0.6875
C -5.2706 -0.0196 2.3143
C -5.7865 -1.0361 3.1413
C 5.2978 -0.0563 -1.1493
C 3.8879 0.5582 -4.1604
C -1.6396 -1.7102 -3.0743
C -0.5794 -2.4108 -2.2212
C -2.4674 1.7000 -1.6806
C -2.4193 -2.6940 1.6077
C -2.7351 2.2906 -0.4321
C -0.3343 2.8005 -1.7135
C 1.8915 -3.0750 0.3438
C -3.4333 0.1757 3.8858
C 3.8643 3.1004 -1.3459
C 2.5778 0.3570 -3.4053
C -3.4302 1.5740 1.8128
C -4.0576 -0.8148 4.6600
C -1.8757 3.2923 0.0630
C -0.6805 3.5960 -0.6039
C -3.7272 1.7371 0.4872
C -1.2669 1.9326 -2.3468
C 3.8797 -0.4992 -0.8346
H -1.8335 -2.3030 -3.9768
H -0.7101 -3.5024 -2.2252
H -5.7856 0.2912 1.4085
H 2.2571 1.1475 3.6387
H -2.7677 -1.1514 0.1423
H 0.4318 -2.1960 -2.6056
H 3.9833 3.9999 -0.7306
H 1.7964 1.0391 -3.7966
H 5.9985 -0.8121 -0.7841
H -3.2210 1.0830 -2.1640
H -2.5946 -1.5949 -2.5405
H 5.4757 0.0598 -2.2226
H -3.6141 -1.1620 5.6025
H 2.2309 -2.9249 -0.6857
H -2.0242 -1.9947 2.3610
H -0.9906 1.4811 -3.3046
H 0.6389 1.8721 3.6373
H -1.3132 -0.7123 -3.4002
H 2.1954 -0.6710 -3.5920
H 3.6863 -1.5287 -1.1687
H -2.4847 0.5823 4.2250
H 2.3133 -2.2696 0.9572
H 0.1012 -3.0465 1.5255
H 3.6991 -0.4560 0.2536
H 1.6128 1.8090 2.1323
H 0.0122 4.3650 -0.2412
H 0.1003 -1.8087 3.5437
H -3.4762 -2.8643 1.8593
H -4.5398 1.1832 0.0120
H -2.5407 2.0724 2.2224
H 1.9094 2.6647 -0.5966
H -2.8140 -2.7890 -0.5132
H -1.9045 -3.6588 1.7317
H 4.4964 -0.3475 -4.1596
H 3.4932 3.4419 -2.3167
H -6.6947 -1.5423 2.8287
H 4.4947 1.3751 -3.7669
H 0.8684 -0.6137 4.5735
H -2.2021 3.8413 0.9453
H 4.8550 2.6610 -1.4800
H 0.0121 -4.1350 0.1314
H 5.5468 0.8876 -0.6540
H 2.3466 -4.0073 0.6956
H 3.6788 0.7939 -5.2072
H 3.2211 1.8938 0.3263
```

Values from the calculation:
* HOMO (spin up / spin down): -13.536 / -13.608 eV
* HOMO-LUMO gap (spin up / spin down): 7.67 / 7.48 eV
* E_tot: -153683.51573 eV
* net charge: +2
* multiplicity: 6
* LUMO energy (spin up / spin down): -5.9 / -6.1 eV

Let us look at the Löwdin charges, expressed in e, one per atom:
1 Br 0.85
2 Mn 0.76
3 P 0.88
4 P 0.92
5 O -0.16
6 N 0.22
7 N 0.07
8 C -0.51
9 C -0.23
10 C -0.38
11 C -0.35
12 C 0.02
13 C -0.44
14 C 0.00
15 C -0.12
16 C -0.12
17 C -0.13
18 C -0.13
19 C -0.40
20 C -0.02
21 C -0.14
22 C -0.21
23 C -0.60
24 C -0.14
25 C -0.03
26 C -0.17
27 C -0.40
28 C -0.02
29 C -0.12
30 C -0.01
31 C -0.09
32 C -0.03
33 C -0.15
34 C -0.39
35 H 0.09
36 H 0.09
37 H 0.11
38 H 0.11
39 H 0.06
40 H 0.06
41 H 0.09
42 H 0.03
43 H 0.09
44 H 0.13
45 H 0.07
46 H 0.06
47 H 0.12
48 H 0.06
49 H 0.05
50 H 0.10
51 H 0.11
52 H 0.05
53 H 0.09
54 H 0.07
55 H 0.10
56 H 0.06
57 H 0.06
58 H 0.08
59 H 0.07
60 H 0.13
61 H 0.13
62 H 0.09
63 H 0.12
64 H 0.11
65 H 0.00
66 H 0.09
67 H 0.08
68 H 0.08
69 H 0.00
70 H 0.12
71 H 0.07
72 H 0.13
73 H 0.13
74 H 0.07
75 H 0.11
76 H 0.07
77 H 0.09
78 H 0.09
79 H 0.09



C9H14 | ωB97M-V with the def2-TZVPD basis set

Structure (XYZ):
```
23
C9H14, DFT ωB97M-V with the def2-TZVPD basis set
C 2.9367 -1.6191 0.8258
C -2.3007 0.2454 -0.5757
C -0.1153 0.6678 0.4073
C -2.6119 1.5927 -0.3998
C -1.0364 -0.1847 -0.1934
C -0.4848 1.9614 0.7182
C 3.8547 -0.7408 -0.0678
C -3.2466 -0.7973 -1.1196
C -1.7244 2.4071 0.2728
H 2.0941 -1.9614 0.2510
H 0.9110 0.3851 0.5952
H 3.5509 -2.4599 1.1256
H -2.0506 3.4353 0.3937
H 0.1236 2.6339 1.3075
H -3.9655 -1.0884 -0.3445
H 3.4227 0.2506 -0.1536
H -0.8070 -1.2400 -0.1870
H 4.8345 -0.7533 0.4063
H -3.6157 1.9068 -0.6578
H 2.5206 -1.0695 1.6675
H -3.5843 -0.5803 -2.1258
H 4.0368 -1.2285 -1.0208
H -2.7424 -1.7631 -1.1250
```

Values from the calculation:
* HOMO: -9.077 eV
* HOMO-LUMO gap: 10.08 eV
* E_tot: -9559.54961 eV
* energy relative to the best compared isomer or geometry (same formula, charge and spin): 61.0 kJ/mol
* LUMO energy: 1.0 eV
* SMILES: Cc1ccccc1.CC

Let us look at the Löwdin charges, expressed in e, one per atom:
1 C -0.17
2 C -0.28
3 C -0.08
4 C -0.06
5 C -0.06
6 C -0.09
7 C -0.16
8 C -0.05
9 C -0.10
10 H 0.04
11 H 0.08
12 H 0.06
13 H 0.10
14 H 0.10
15 H 0.09
16 H 0.05
17 H 0.10
18 H 0.06
19 H 0.11
20 H 0.06
21 H 0.08
22 H 0.06
23 H 0.06



| no. | molar mass (g mol⁻¹) |
| --- | --- |
| 1 | 610.46 |
| 2 | 122.21 |